11
Properties=species:S:1:pos:R:3:forces:R:3 method="wB97M-V/def2-TZVPD" homo_ev=-9.41 gap_ev=9.61 energy_ev=-9135.003 de_lowest_kcal_mol=42.8 lumo_energy_ev=0.20
N -0.864901 -1.240899 -1.360399 -0.01 -0.02 -0.11
C -0.285223 -0.261447 -0.579075 0.19 0.13 0.15
C -0.909139 0.301071 0.554621 0.12 0.02 0.00
N -0.160367 0.874869 1.470850 0.04 0.00 -0.27
C 1.133058 1.021536 1.150202 0.04 0.10 0.00
N 1.641038 0.848385 -0.058996 -0.07 -0.12 0.19
N 0.916216 0.172219 -0.937069 -0.05 -0.20 0.19
H -1.264932 -1.996232 -0.817811 -0.11 0.17 -0.15
H -0.187250 -1.588743 -2.030629 -0.18 0.01 -0.02
H -1.991636 0.321884 0.672096 0.17 -0.28 0.09
H 1.822915 1.347431 1.919815 -0.13 0.20 -0.08

11
Properties=species:S:1:pos:R:3:forces:R:3 method="wB97M-V/def2-TZVPD" homo_ev=-8.08 gap_ev=8.17 energy_ev=-9131.707 de_lowest_kcal_mol=118.8 lumo_energy_ev=0.09
N -0.922708 -1.280713 -1.526366 0.05 0.09 0.04
C -0.621154 -0.314841 -0.677861 0.20 -0.38 0.03
C 0.664706 -0.554526 0.001927 -0.13 -0.01 -0.18
N 1.217556 0.157054 0.943751 -0.28 -0.03 -0.23
C 0.781985 1.293016 1.524857 0.27 -0.26 -0.19
N -0.358419 1.831937 1.071261 -0.97 0.10 -0.43
N -1.306115 1.891834 0.442975 1.39 0.01 0.91
H -0.327403 -2.092263 -1.720101 0.04 0.15 0.19
H -1.787414 -1.276656 -2.060868 0.34 0.23 0.30
H 1.268372 -1.435338 -0.292928 -0.18 0.14 0.05
H 1.390594 1.780495 2.293353 -0.73 -0.05 -0.50